# 1
Molecular formula: C4H8NO2
Method: DFT, ωB97M-V/def2-TZVPD

The geometry in XYZ format:
```
15
C4H8NO2 (ωB97M-V/def2-TZVPD)
O -2.2156 1.3915 1.4433
C -1.2028 0.7202 1.0647
N -0.9613 -0.5774 0.9405
C 1.1440 -2.5254 -0.5131
O 0.3767 -3.3961 -0.7993
C 0.0329 1.4861 0.6004
C 0.1846 1.3745 -0.9910
H -1.6097 -1.2468 1.4862
H 1.4056 -1.8404 -1.3273
H 1.7188 -2.7442 0.4657
H 0.8111 0.8935 1.0399
H -0.2957 2.5184 0.8630
H 0.4756 2.3377 -1.5027
H 0.8875 0.5426 -1.3030
H -0.7517 1.0656 -1.4675
```

**Net charge**: -1
**HOMO level**: -0.123 Ha
**Relative energy (zero: lowest compared OMol25 entry of this formula, charge and spin)**: 66.9 kcal per mole
**E_tot**: -9861.884 eV
**HOMO-LUMO gap**: 7.154 eV
**LUMO**: 3.8 eV

Results of the Löwdin charge analysis, in e, for atoms 1 through 4: -0.15, -0.76, 0.01, -0.19

***

# 2
Molecular formula: C4H9BrS3
Method: DFT, ωB97M-V/def2-TZVPD

The geometry in XYZ format:
```
17
C4H9BrS3 (ωB97M-V/def2-TZVPD)
C 1.2015 -1.3110 -0.6979
C 1.2615 0.2049 -0.5074
C 0.6844 0.6475 0.7842
C -1.9157 1.0724 0.4857
S -2.4812 -0.4715 1.1480
S -2.1507 2.5544 1.3472
S -1.8502 1.0989 -1.2865
Br 1.2719 2.4681 1.1885
H 2.0448 -1.6002 -1.4467
H 1.3666 -1.8439 0.2056
H 0.2433 -1.6998 -0.9751
H 2.3175 0.4699 -0.4736
H 0.7513 0.6288 -1.3680
H 0.6692 -0.0456 1.7205
H -2.1624 -1.1447 -0.0903
H -1.2039 3.2067 0.5329
H -1.4858 2.4495 -1.4079
```

**Net charge**: 0
**HOMO level (spin up / spin down)**: -0.291 / -0.260 Ha
**Relative energy (zero: lowest compared OMol25 entry of this formula, charge and spin)**: 1.0 kcal per mole
**E_tot**: -106838.359 eV
**HOMO-LUMO gap (spin up / spin down)**: 7.863 / 7.138 eV
**LUMO (spin up / spin down)**: -0.1 / 0.1 eV

Results of the Löwdin charge analysis, in e, for atoms 1 through 4: -0.12, -0.43, -0.59, -1.54

***

# 3
Molecular formula: C12H14FIN2Pt
Method: DFT, ωB97M-V/def2-TZVPD

The geometry in XYZ format:
```
31
C12H14FIN2Pt (ωB97M-V/def2-TZVPD)
C -1.4844 -3.5683 -0.7449
C -2.6251 -2.7401 -0.6111
H -1.4228 -3.5437 -1.9036
H -1.7685 -4.4642 -0.2397
H -0.6136 -3.1374 -0.3622
H -2.7657 -1.7030 -0.5615
H -3.1785 -3.0477 -1.4739
H -2.8696 -3.0479 0.4446
C 2.2588 -1.1429 -0.5973
C 3.5903 -0.7440 -0.6055
C 3.8969 0.5702 -0.2497
C 2.9049 1.4981 0.1345
H 1.8834 -2.1155 -0.8558
H 4.3636 -1.4818 -0.8874
H 4.9431 0.9053 -0.2338
H 3.0890 2.5280 0.4758
N 1.3193 -0.2029 -0.2715
C 1.5669 1.0764 0.1177
C 0.3909 1.8358 0.5105
N -0.7883 1.1585 0.4280
C -2.0287 1.5684 0.7966
C -0.9556 3.6182 1.3631
C -2.1238 2.8596 1.2805
H -2.8134 0.8482 0.6532
H -3.1222 3.2382 1.5859
C 0.3005 3.1351 0.9987
H 1.2709 3.6764 1.0893
H -1.0128 4.6612 1.7524
Pt -0.6003 -0.5411 -0.5008
I -1.1436 -0.3851 -2.8841
F -0.4613 -1.3120 1.3522
```

**Spin multiplicity**: 5
**Net charge**: +2
**<S²>**: 6.016
**HOMO level (spin up / spin down)**: -0.595 / -0.616 Ha
**Relative energy (zero: lowest compared OMol25 entry of this formula, charge and spin)**: 5.9 kcal per mole
**E_tot**: -29693.218 eV
**HOMO-LUMO gap (spin up / spin down)**: 8.209 / 5.235 eV
**LUMO (spin up / spin down)**: -8.0 / -11.5 eV

Results of the Löwdin charge analysis, in e, for atoms 1 through 4: -0.21, -0.26, 0.10, 0.11

***

# 4
Molecular formula: C5H23NO6
Method: DFT, ωB97M-V/def2-TZVPD

The geometry in XYZ format:
```
35
C5H23NO6 (ωB97M-V/def2-TZVPD)
C 1.2617 0.2748 0.8667
C -0.1951 -0.1324 0.5447
C -0.9173 0.9044 -0.1965
C -0.3231 1.0125 -1.6766
O -0.4061 -0.2817 -2.2664
N -2.4018 0.6186 -0.4982
C -3.1165 -0.0250 0.5969
H 1.8208 -0.3315 1.5535
H 1.8929 0.0565 -0.0870
H 1.2809 1.3050 1.1500
H -0.2866 -1.1777 0.1897
H -0.7751 -0.4135 1.5402
H -1.0425 1.8946 0.3324
H 0.8122 1.3222 -1.6621
H -0.8946 1.7997 -2.1642
H 0.2680 -0.9202 -1.8853
H -2.4552 0.0697 -1.3847
H -4.1010 -0.2591 0.1643
H -3.3077 0.6705 1.2726
H -2.5840 -0.9330 0.9269
O 3.4885 -0.1071 -1.2093
H 4.0874 0.6748 -0.9827
H 4.1525 -0.7699 -1.5371
O 0.4281 -2.8314 -2.5829
H -0.2095 -2.9385 -3.2707
H 0.2069 -3.7835 -2.1050
O -0.2508 0.3091 3.6376
H 0.6350 -0.0908 3.4798
H -0.6598 -0.1126 4.4483
O -0.4533 3.9562 0.4189
H 0.4340 4.1134 0.1834
H -0.7640 3.2911 -0.2730
O 1.4256 -2.7528 0.9490
H 1.8605 -2.0525 1.4397
H 1.0890 -2.3599 0.0870
```

**Net charge**: 0
**SMILES string**: CC[C@@H](CO)NC.O.O.O.O.O
**HOMO level**: -0.307 Ha
**Relative energy (zero: lowest compared OMol25 entry of this formula, charge and spin)**: 84.9 kcal per mole
**E_tot**: -19330.161 eV
**HOMO-LUMO gap**: 8.568 eV
**LUMO**: 0.2 eV

Results of the Löwdin charge analysis, in e, for atoms 1 through 4: -0.10, -0.27, -0.33, -0.21

***

# 5
Molecular formula: C5H8N2
Method: DFT, ωB97M-V/def2-TZVPD

The geometry in XYZ format:
```
15
C5H8N2 (ωB97M-V/def2-TZVPD)
C -0.7192 1.1633 0.0214
C -0.1822 -0.2574 -0.1145
C 1.3239 -0.1940 -0.4116
C 1.8409 1.0375 0.1988
N 2.1430 2.0297 0.7123
C -0.7682 -1.4078 0.6246
N -0.9015 -1.3140 -0.8274
H -0.9563 1.5629 -0.9732
H -1.5848 1.2255 0.6759
H 0.0547 1.8283 0.4673
H 1.4935 -0.1633 -1.4938
H 1.8905 -1.0361 -0.0066
H -1.6467 -1.2176 1.2414
H -0.1440 -2.2310 0.9707
H -1.8436 -1.0262 -1.0853
```

**Net charge**: 0
**SMILES string**: C[C@@]1(CC#N)CN1
**HOMO level**: -0.365 Ha
**Relative energy (zero: lowest compared OMol25 entry of this formula, charge and spin)**: 40.4 kcal per mole
**E_tot**: -8293.244 eV
**HOMO-LUMO gap**: 10.836 eV
**LUMO**: 0.9 eV

Results of the Löwdin charge analysis, in e, for atoms 1 through 4: -0.03, -0.50, -0.09, -0.24

***

- What is the formula in the fifth record?
  C5H8N2

***

- Look up the net charge of the fifth one.
  0

***

- Number 4 is which compound?
  C5H23NO6

***

Copy entry 2 word for word.
Molecular formula: C4H9BrS3
Method: DFT, ωB97M-V/def2-TZVPD

The geometry in XYZ format:
```
17
C4H9BrS3 (ωB97M-V/def2-TZVPD)
C 1.2015 -1.3110 -0.6979
C 1.2615 0.2049 -0.5074
C 0.6844 0.6475 0.7842
C -1.9157 1.0724 0.4857
S -2.4812 -0.4715 1.1480
S -2.1507 2.5544 1.3472
S -1.8502 1.0989 -1.2865
Br 1.2719 2.4681 1.1885
H 2.0448 -1.6002 -1.4467
H 1.3666 -1.8439 0.2056
H 0.2433 -1.6998 -0.9751
H 2.3175 0.4699 -0.4736
H 0.7513 0.6288 -1.3680
H 0.6692 -0.0456 1.7205
H -2.1624 -1.1447 -0.0903
H -1.2039 3.2067 0.5329
H -1.4858 2.4495 -1.4079
```

**Net charge**: 0
**HOMO level (spin up / spin down)**: -0.291 / -0.260 Ha
**Relative energy (zero: lowest compared OMol25 entry of this formula, charge and spin)**: 1.0 kcal per mole
**E_tot**: -106838.359 eV
**HOMO-LUMO gap (spin up / spin down)**: 7.863 / 7.138 eV
**LUMO (spin up / spin down)**: -0.1 / 0.1 eV

Results of the Löwdin charge analysis, in e, for atoms 1 through 4: -0.12, -0.43, -0.59, -1.54